ORCA calculation (ωB97M-V/def2-TZVPD) on a molecular structure, C29H33IKN3O3.

```
70
Properties=species:S:1:pos:R:3:mulliken_charge:R:1
K 0.00682 0.22939 0.50590 1.083
C 2.82877 3.12838 0.17947 -2.737
C 1.77084 2.73590 1.17965 1.407
C 0.45248 3.18486 1.01069 0.833
C 0.11314 4.09323 -0.14291 -2.297
C -0.54736 2.79000 1.90963 1.139
C -1.97911 3.22006 1.72596 -2.476
C -0.22601 1.94323 2.97861 1.329
C -1.31039 1.53588 3.94181 -2.152
C 1.08657 1.48454 3.14352 1.100
C 1.41104 0.52244 4.25576 -2.746
C 2.09485 1.92635 2.27490 1.178
C 3.53866 1.60982 2.57826 -2.182
H 2.43736 3.12222 -0.83787 0.501
H 3.67625 2.44573 0.18795 0.461
H 3.22626 4.13207 0.35753 0.427
H -0.25537 3.53072 -1.00714 0.236
H 0.97061 4.67523 -0.47340 0.497
H -0.66677 4.80438 0.12193 0.489
H -2.19113 3.49311 0.69471 0.503
H -2.21562 4.09083 2.34474 0.367
H -2.67096 2.41884 1.98504 0.458
H -1.92592 0.73322 3.52489 0.181
H -1.97224 2.37628 4.15011 0.471
H -0.89631 1.21243 4.89318 0.517
H 0.61704 -0.20858 4.39919 0.551
H 1.54972 1.03367 5.21359 0.386
H 2.32079 -0.03882 4.05347 0.475
H 3.90586 0.68299 2.12922 0.213
H 3.70665 1.51169 3.64911 0.528
H 4.19905 2.40530 2.23643 0.505
O -3.54597 -0.16522 1.53447 -0.732
C -2.71243 -0.98483 1.13047 0.176
O -1.54818 -1.20157 1.53931 -0.747
C -3.07674 -1.81612 -0.09879 0.296
C -4.02842 -2.82934 -0.07181 -0.710
C -4.25017 -3.57672 -1.21141 -0.269
C -3.53371 -3.28084 -2.36429 -0.820
C -2.62823 -2.23804 -2.31110 -0.009
N -2.38739 -1.52171 -1.21231 -0.023
H -4.58029 -3.02214 0.83758 0.464
H -4.97673 -4.37973 -1.20400 0.426
H -3.67048 -3.83169 -3.28416 0.401
H -2.05730 -1.97206 -3.19564 0.234
O -0.84364 0.82332 -1.84991 -0.327
C -0.44473 0.82106 -3.19746 -0.683
C 0.36972 -0.40917 -3.54407 0.474
C 0.17257 -1.07196 -4.74814 -0.611
C 0.93160 -2.19636 -5.03325 -0.429
C 1.86058 -2.61581 -4.09923 -0.813
C 1.98846 -1.88461 -2.92619 0.056
N 1.27112 -0.80416 -2.63957 0.023
H -1.41917 0.04071 -1.68401 0.411
H 0.14711 1.72587 -3.35525 0.357
H -1.30327 0.88231 -3.87833 0.264
H -0.57661 -0.70943 -5.44036 0.412
H 0.79016 -2.73090 -5.96367 0.422
H 2.47906 -3.48831 -4.25660 0.403
H 2.71760 -2.18885 -2.18350 0.283
I 0.12129 -4.44422 0.59460 0.105
C 1.92714 -3.39839 0.63192 -0.155
C 3.13350 -4.09930 0.70977 -0.494
C 4.30148 -3.36544 0.68838 -0.489
C 4.23362 -1.97706 0.58431 -0.822
C 2.98400 -1.39579 0.51778 -0.635
N 1.84103 -2.09379 0.55225 0.207
H 3.13273 -5.17648 0.78010 0.445
H 5.25237 -3.87929 0.74826 0.403
H 5.11486 -1.35252 0.55094 0.473
H 2.88578 -0.32093 0.41012 0.789
```

The energy comes out at -65649.494 eV. The total charge is 0. For the HOMO-LUMO gap, the calculation gives 8.330 eV. The energy relative to the best compared isomer or geometry (same formula, charge and spin) comes out at 70.9 kJ/mol.

***

ORCA calculation (ωB97M-V/def2-TZVPD) on a molecular structure, C14H25BeN3O5 at a distorted geometry.

```
48
Properties=species:S:1:pos:R:3:mulliken_charge:R:1
Be -0.31387 -0.74093 -1.41084 1.292
C 1.27753 3.79329 -0.91555 -1.696
C 0.88598 2.63082 -0.04457 0.883
C -0.03063 3.07336 1.10144 -1.161
O 0.32931 1.56987 -0.72995 -0.508
H 2.04818 4.29349 -0.32904 0.397
H 0.48236 4.50081 -1.15051 0.331
H 1.55089 3.27761 -1.83612 0.386
H 1.83579 2.21399 0.29042 -0.028
H 0.11446 4.12296 1.35717 0.431
H 0.07359 2.47951 2.00950 0.168
H -1.07620 3.04980 0.79429 0.145
C -1.75588 -4.88947 -1.22663 -1.058
C -1.32009 -3.50348 -1.12540 0.838
O -0.10668 -3.25986 -1.25553 -0.611
O -2.20473 -2.59271 -0.85066 -0.681
H -2.52464 -4.92147 -1.99869 0.295
H -2.17488 -5.33398 -0.32388 0.265
H -0.92458 -5.48073 -1.61062 0.308
O 2.04392 -1.39106 -2.02247 -0.569
C 3.19363 -0.93944 -1.71530 0.644
N 3.41692 0.11334 -0.93059 -0.230
C 4.46423 -1.52716 -2.41287 -1.128
H 2.66960 0.68086 -0.55705 0.034
H 4.35890 0.25079 -0.59312 0.198
H 5.24445 -1.51590 -1.65180 0.384
H 4.77578 -1.04171 -3.33773 0.276
H 4.18230 -2.57829 -2.47390 0.321
O -2.39822 0.40145 -1.59331 -0.535
C -3.43349 0.96987 -1.10481 0.558
N -4.22328 1.55664 -1.99368 -0.404
C -3.43943 1.11424 0.38176 -0.339
H -5.01933 2.10201 -1.69539 0.212
H -4.05128 1.26343 -2.94475 0.244
H -3.33031 0.11115 0.79407 0.046
H -4.33799 1.46932 0.88634 0.411
H -2.53564 1.60761 0.73932 -0.125
N 0.24584 -0.98923 1.28894 0.108
C 1.38859 -0.59811 1.95149 -0.184
C 1.35911 -0.17126 3.29003 -0.636
C 0.16169 -0.20859 3.96713 -0.332
C -0.91632 -0.83501 3.36351 -0.705
C -0.92415 -1.12260 2.01353 -0.320
H 2.18627 -0.65137 1.22536 0.413
H 2.28894 0.10956 3.76221 0.378
H 0.10249 -0.11203 5.04117 0.416
H -1.78051 -0.91695 4.00606 0.346
H -1.85870 -1.43437 1.57103 0.522
```

The energy comes out at -30029.572 eV. The total charge is 0. For the HOMO-LUMO gap, the calculation gives 6.583 eV. The energy relative to the best compared isomer or geometry (same formula, charge and spin) comes out at 155.4 kJ/mol.

***

ORCA calculation (ωB97M-V/def2-TZVPD) on a molecular structure, C22H29N5O5S.

```
62
Properties=species:S:1:pos:R:3:mulliken_charge:R:1
C 2.12706 5.92085 3.85805 -0.867
H 3.00082 6.39867 4.29798 0.246
O 2.60715 4.75818 3.22642 -0.449
C 1.71890 3.94327 2.60043 0.898
C 2.25072 2.78849 2.02243 -0.994
C 1.43779 1.89405 1.36264 0.515
C 0.06899 2.12708 1.24450 -1.979
C -0.45490 3.27074 1.83114 -0.478
C 0.35145 4.17455 2.50112 -0.796
H -0.10006 5.04827 2.94323 0.426
H -1.51578 3.46522 1.76773 0.436
C -0.85221 1.14918 0.55273 1.050
N -0.74797 1.14593 -0.90219 0.489
C -1.36503 0.18579 -1.64325 0.906
O -1.08740 0.04472 -2.84066 -0.810
C -2.34061 -0.71641 -1.04694 -0.021
C -2.72449 -1.91618 -1.66123 -0.256
N -2.13531 -2.49821 -2.72053 -0.238
H -1.58500 -1.89917 -3.31775 0.232
H -2.61880 -3.30481 -3.09639 0.255
C -3.81307 -2.50059 -0.94608 0.267
N -4.24736 -1.79955 0.08192 -0.613
S -3.39897 -0.45399 0.30864 0.006
C -4.46716 -3.76003 -1.34818 0.367
O -4.13267 -4.38748 -2.34169 -0.716
N -5.46651 -4.14174 -0.53038 -0.336
H -5.69261 -3.57399 0.26808 0.242
H -5.97874 -4.98478 -0.72470 0.242
C -0.20468 2.31680 -1.58321 -0.650
H -1.03189 2.84105 -2.07908 0.270
H 0.20241 2.97050 -0.81200 0.459
C 0.87867 2.06733 -2.64192 -0.690
H 0.42362 1.63055 -3.53234 0.239
H 1.29139 3.04074 -2.91323 0.552
C 2.01868 1.16248 -2.18839 -0.623
O 1.60887 -0.17273 -1.98368 -0.630
H 0.87905 -0.34638 -2.60110 0.350
H 2.44566 1.51563 -1.24510 0.257
H 2.80952 1.18123 -2.95281 0.423
H -1.87787 1.41177 0.85269 0.647
C -0.55089 -0.24028 1.16043 0.126
O -1.10810 -0.59016 2.18301 -0.737
N 0.36601 -0.96174 0.50933 0.336
H 0.79636 -0.62300 -0.34933 -0.119
C 0.75742 -2.29085 0.92831 -0.353
C 0.48540 -3.31874 -0.18471 -0.330
H -0.29241 -2.97844 -0.86551 -0.248
H 0.16219 -4.26088 0.25892 0.457
C 1.83562 -3.50277 -0.87067 -0.396
H 1.88741 -4.42109 -1.45286 0.477
H 2.03895 -2.65616 -1.52724 0.031
C 2.80654 -3.49000 0.30545 -0.824
H 2.75338 -4.44093 0.83791 0.291
H 3.83835 -3.32456 -0.00016 0.423
C 2.27800 -2.35860 1.18981 -0.647
H 2.73307 -1.41436 0.88885 0.054
H 2.50059 -2.51811 2.24314 0.401
H 0.17626 -2.50471 1.82848 0.859
H 1.87056 0.99993 0.94380 0.404
H 3.31037 2.61159 2.11640 0.479
H 1.66368 6.60603 3.14080 0.339
H 1.40959 5.68082 4.64893 0.346
```

The energy comes out at -51809.662 eV. The total charge is 0. For the HOMO-LUMO gap, the calculation gives 8.195 eV. The energy relative to the best compared isomer or geometry (same formula, charge and spin) comes out at 60.9 kJ/mol.

***

ORCA calculation (ωB97M-V/def2-TZVPD) on 7 unconnected molecules or ions with the total composition C14H31ClN5O11 at a distorted geometry.

```
62
Properties=species:S:1:pos:R:3:mulliken_charge:R:1
Cl 10.45891 -22.52556 -10.74347 1.754
O 9.70271 -23.63345 -11.26558 -0.459
O 10.56183 -21.45692 -11.70981 -0.755
O 9.81398 -22.03164 -9.54031 -0.728
O 11.78047 -22.98475 -10.34973 -0.838
O 10.22498 -27.22884 -7.97100 -0.672
C 10.71541 -26.14725 -8.26771 0.701
N 11.32634 -25.94221 -9.47037 -0.331
C 10.73580 -24.97589 -7.31813 -0.700
H 11.11567 -26.72399 -10.07187 0.190
H 11.56376 -25.02181 -9.81019 0.195
H 10.31595 -24.11786 -7.85089 0.034
H 11.76110 -24.73523 -7.03535 0.300
H 10.15823 -25.19997 -6.42892 0.296
O 6.02615 -25.83109 -9.13494 -0.663
C 6.02807 -24.62295 -9.27338 0.663
N 6.98487 -23.93037 -9.94006 0.022
C 4.87847 -23.75297 -8.80088 -0.841
H 7.12407 -22.94695 -9.77148 0.012
H 7.81168 -24.37215 -10.31547 0.046
H 5.05033 -23.37607 -7.78916 0.226
H 3.94259 -24.30254 -8.83027 0.337
H 4.80036 -22.84472 -9.40049 0.191
O 7.24413 -25.46430 -13.87489 -0.607
C 7.51104 -24.49466 -14.55070 0.795
N 7.84573 -23.29115 -13.98788 -0.160
C 7.36798 -24.53384 -16.05025 -1.243
H 7.90818 -22.47788 -14.56838 0.173
H 7.67665 -23.25997 -12.99328 0.071
H 7.14628 -25.56324 -16.32880 0.328
H 8.28398 -24.28302 -16.58950 0.322
H 6.53109 -23.92458 -16.39231 0.329
O 10.98681 -27.01738 -13.99160 -0.609
C 12.01573 -26.42174 -13.77577 0.597
N 13.20393 -27.08659 -13.60286 -0.415
C 12.07257 -24.90573 -13.68661 -0.580
H 13.20094 -28.08919 -13.65721 0.234
H 13.99543 -26.60525 -13.21921 0.197
H 11.06780 -24.63692 -13.36996 -0.091
H 12.33576 -24.53762 -14.67755 0.354
H 12.80578 -24.55328 -12.96248 0.314
O 13.92195 -18.22022 -9.12011 -0.639
C 12.81373 -18.48701 -9.53851 0.560
N 12.47640 -18.41879 -10.86429 -0.384
C 11.70246 -18.94304 -8.64033 -0.482
H 13.14550 -18.04702 -11.51515 0.208
H 11.77959 -19.05440 -11.22011 0.251
H 11.78460 -18.50332 -7.65346 0.370
H 11.86236 -20.02244 -8.52728 0.148
H 10.73152 -18.82706 -9.11426 0.021
O 6.71537 -20.82673 -8.78930 -0.556
C 6.93092 -20.29838 -9.83793 0.326
O 6.38509 -20.81228 -10.97514 -0.307
C 6.86004 -20.15619 -12.13877 -0.111
C 7.49525 -18.85221 -11.64127 -0.730
C 7.87991 -19.18023 -10.19739 0.483
H 6.01509 -19.96053 -12.79724 0.368
H 7.58739 -20.77387 -12.66782 -0.048
H 6.73979 -18.06036 -11.63555 0.273
H 8.32141 -18.48041 -12.24302 0.372
H 7.78919 -18.35424 -9.50087 0.502
H 8.86054 -19.66520 -10.14866 -0.615
```

The energy comes out at -57515.272 eV. The total charge is -1. For the HOMO-LUMO gap, the calculation gives 8.915 eV. The energy relative to the best compared isomer or geometry (same formula, charge and spin) comes out at 0.0 kJ/mol.

***

Copy entry 2 word for word.
ORCA calculation (ωB97M-V/def2-TZVPD) on a molecular structure, C14H25BeN3O5 at a distorted geometry.

```
48
Properties=species:S:1:pos:R:3:mulliken_charge:R:1
Be -0.31387 -0.74093 -1.41084 1.292
C 1.27753 3.79329 -0.91555 -1.696
C 0.88598 2.63082 -0.04457 0.883
C -0.03063 3.07336 1.10144 -1.161
O 0.32931 1.56987 -0.72995 -0.508
H 2.04818 4.29349 -0.32904 0.397
H 0.48236 4.50081 -1.15051 0.331
H 1.55089 3.27761 -1.83612 0.386
H 1.83579 2.21399 0.29042 -0.028
H 0.11446 4.12296 1.35717 0.431
H 0.07359 2.47951 2.00950 0.168
H -1.07620 3.04980 0.79429 0.145
C -1.75588 -4.88947 -1.22663 -1.058
C -1.32009 -3.50348 -1.12540 0.838
O -0.10668 -3.25986 -1.25553 -0.611
O -2.20473 -2.59271 -0.85066 -0.681
H -2.52464 -4.92147 -1.99869 0.295
H -2.17488 -5.33398 -0.32388 0.265
H -0.92458 -5.48073 -1.61062 0.308
O 2.04392 -1.39106 -2.02247 -0.569
C 3.19363 -0.93944 -1.71530 0.644
N 3.41692 0.11334 -0.93059 -0.230
C 4.46423 -1.52716 -2.41287 -1.128
H 2.66960 0.68086 -0.55705 0.034
H 4.35890 0.25079 -0.59312 0.198
H 5.24445 -1.51590 -1.65180 0.384
H 4.77578 -1.04171 -3.33773 0.276
H 4.18230 -2.57829 -2.47390 0.321
O -2.39822 0.40145 -1.59331 -0.535
C -3.43349 0.96987 -1.10481 0.558
N -4.22328 1.55664 -1.99368 -0.404
C -3.43943 1.11424 0.38176 -0.339
H -5.01933 2.10201 -1.69539 0.212
H -4.05128 1.26343 -2.94475 0.244
H -3.33031 0.11115 0.79407 0.046
H -4.33799 1.46932 0.88634 0.411
H -2.53564 1.60761 0.73932 -0.125
N 0.24584 -0.98923 1.28894 0.108
C 1.38859 -0.59811 1.95149 -0.184
C 1.35911 -0.17126 3.29003 -0.636
C 0.16169 -0.20859 3.96713 -0.332
C -0.91632 -0.83501 3.36351 -0.705
C -0.92415 -1.12260 2.01353 -0.320
H 2.18627 -0.65137 1.22536 0.413
H 2.28894 0.10956 3.76221 0.378
H 0.10249 -0.11203 5.04117 0.416
H -1.78051 -0.91695 4.00606 0.346
H -1.85870 -1.43437 1.57103 0.522
```

The energy comes out at -30029.572 eV. The total charge is 0. For the HOMO-LUMO gap, the calculation gives 6.583 eV. The energy relative to the best compared isomer or geometry (same formula, charge and spin) comes out at 155.4 kJ/mol.